--- P ---
Here is a 2-piece molecular cluster, C9H14BNO overall from the OMol25 dataset. Energies are from ωB97M-V/def2-TZVPD.

Geometry (Å):
B -0.95148 0.57870 -0.13197
C 3.34348 1.33837 -0.39839
C 2.66542 1.17567 -1.55049
C 2.71050 1.14084 0.82980
C 1.27366 1.01792 -1.51121
C 1.35085 0.90206 0.80997
C 0.62238 0.81945 -0.31311
C -0.44040 -2.53894 0.34935
C -2.77687 -2.13095 0.25782
C -2.31785 2.48625 0.78821
N -1.49661 -1.91120 -0.41614
O -1.94988 1.07465 0.46038
H 4.40603 1.48390 -0.40165
H 3.13910 1.22450 -2.54066
H 3.26753 1.51043 1.72050
H 0.68561 0.96419 -2.40234
H 0.72925 0.76612 1.69101
H -0.61216 -3.69233 0.18570
H 0.53223 -2.03719 0.05223
H -0.70654 -2.36868 1.38542
H -3.11238 -3.14839 0.17279
H -2.93735 -2.07819 1.25721
H -3.51158 -1.49046 -0.29488
H -3.28693 2.59564 0.28286
H -1.54516 3.08442 0.34985
H -2.30556 2.51357 1.79765

Multiplicity: 1
Frontier orbital gap (alpha / beta): 6.8 / 6.8 eV
HOMO (alpha / beta): -6.5 / -6.5 eV

Mulliken atomic charge list, values in e, 6 entries: 0.578 -0.212 -0.538 -0.701 -0.517 0.106


--- Q ---
Here is one molecule with the formula C9H14BNO from the OMol25 dataset. Energies are from ωB97M-V/def2-TZVPD.

Geometry (Å):
C 0.31936 1.26362 -2.40520
O 0.56707 1.84217 -1.08948
B 0.28072 0.98024 -0.10605
C -0.26278 -0.54565 -0.21798
C -1.46662 -0.78667 -0.87533
C -1.86482 -2.10427 -1.02801
C -1.06719 -3.19223 -0.69877
C 0.19545 -2.96861 -0.14529
C 0.53174 -1.68031 0.04207
N 0.33182 1.51833 1.24793
C 0.38016 0.52824 2.31456
C 0.89287 2.85828 1.61653
H -0.65737 0.91270 -2.57923
H 1.07159 0.48742 -2.71519
H 0.51364 2.21419 -2.98899
H -2.05285 -0.08575 -1.24740
H -2.83180 -2.32909 -1.65192
H -1.42416 -4.13731 -0.91512
H 0.95533 -3.69010 0.05559
H 1.51432 -1.57192 0.38323
H -0.21918 1.08398 3.13471
H -0.12093 -0.34781 2.14464
H 1.38196 0.39914 2.76034
H 0.25342 3.52119 2.29790
H 1.87407 2.47858 2.03728
H 0.90417 3.35163 0.62918

Multiplicity: 1
Frontier orbital gap: 9.3 eV
SMILES: COB(c1ccccc1)N(C)C
HOMO: -8.6 eV

Mulliken atomic charge list, values in e, 6 entries: -0.771 -0.490 0.639 -0.211 -0.565 -0.598


Name the least stable of them. P.


--- P ---
Here is one molecule with the formula C3H3ClFNO from the OMol25 dataset. Energies are from ωB97M-V/def2-TZVPD.

Geometry (Å):
O 3.09023 0.19361 0.00901
N 1.73606 0.24862 -0.05955
C 1.21504 -0.94235 0.04482
C -0.17599 -1.25608 -0.04152
C -1.18911 -0.39830 -0.01068
F -2.45237 -0.82769 -0.00536
Cl -1.09706 1.33261 0.01649
H 3.29555 1.15203 -0.04689
H 1.87788 -1.75766 0.21042
H -0.42597 -2.30823 -0.00655

Multiplicity: 1
Frontier orbital gap: 9.4 eV
SMILES: O/N=C/C=C(/F)Cl
HOMO: -8.9 eV

Mulliken atomic charge list, values in e, 6 entries: -0.404 -0.281 0.004 -0.441 0.418 -0.220


--- Q ---
Here is one molecule with the formula C3H3ClFNO from the OMol25 dataset. Energies are from ωB97M-V/def2-TZVPD.

Geometry (Å):
N 1.49639 -0.51672 -0.01889
C 0.73643 0.63258 -0.25866
O 1.42086 1.63360 -0.66441
C -0.76056 0.69224 -0.31469
C -1.60177 -0.34524 0.03835
F -2.89932 -0.20294 0.33270
Cl -1.20471 -1.90670 0.25653
H 1.36753 -1.40677 0.50708
H 2.58806 -0.22365 0.54072
H -1.14292 1.64359 -0.41873

Multiplicity: 1
Frontier orbital gap: 10.0 eV
SMILES: NC(=O)/C=C(/F)Cl
HOMO: -9.9 eV

Mulliken atomic charge list, values in e, 6 entries: -0.527 0.541 -0.598 -0.592 0.532 -0.202


Name the least stable of them. P.